A structure of composition C22H28Cl4N2O4Pr at a distorted geometry, computed with ωB97M-V with the def2-TZVPD basis set.

Its strongest force on any atom is 3.9 eV Å⁻¹. For the energy relative to the best compared isomer or geometry (same formula, charge and spin), the calculation gives 0.00 kcal per mole. The net charge is -1. For the total energy, the calculation gives -98597.56103 eV. As for the spin multiplicity: 3. The expectation value of S² is 2.00. The value obtained for the HOMO-LUMO gap (alpha / beta) is 5.3 / 5.5 eV.

Last column: Löwdin spin population.
Atoms and positions in Å:
Pr 0.2602 -0.2898 0.1484  2.0154
Cl -1.9118 -1.4670 -0.0726  -0.0052
N 0.7057 -0.9312 -1.8737  -0.0068
N -0.3102 0.1576 2.1919  -0.0085
C 0.2918 -0.2545 -2.9146  0.0032
C -1.0873 1.1692 2.4829  0.0081
C 1.1636 -2.2385 -2.2030  -0.0004
C 0.4777 -2.3829 -3.5416  0.0000
C 0.7720 -3.3353 -1.2298  0.0003
C 2.6684 -2.1435 -2.3567  -0.0001
H -0.3116 -3.3476 -1.0565  0.0001
H 1.2820 -3.2157 -0.2621  0.0000
H 1.0812 -4.2972 -1.6576  0.0001
H 2.9300 -1.3831 -3.1081  0.0000
H 3.0560 -3.1087 -2.6886  0.0000
H 3.1486 -1.8699 -1.4085  0.0000
C -0.1756 -0.7721 3.2627  -0.0005
C -1.3968 -0.3728 4.0587  0.0001
C 1.1048 -0.4127 3.9896  -0.0001
C -0.2032 -2.2374 2.8688  0.0005
H -1.0856 -2.4687 2.2582  0.0001
H -0.2336 -2.8366 3.7877  0.0001
H 0.6992 -2.5235 2.3077  0.0001
H 1.0775 0.6376 4.3177  0.0000
H 1.9816 -0.5493 3.3436  0.0001
H 1.2069 -1.0499 4.8703  -0.0001
O -1.6604 1.0127 3.6440  0.0041
H -1.2375 -0.3840 5.1344  0.0000
H -2.2856 -0.9543 3.7791  0.0001
O 0.2640 -0.9960 -3.9869  0.0015
H -0.5185 -2.8370 -3.4545  0.0000
H 1.0827 -2.8924 -4.2879  0.0000
C -0.0360 1.1727 -2.9778  0.0001
C -1.2835 2.4023 1.7157  0.0009
C -1.6740 2.2591 0.2596  -0.0004
H -0.3289 2.9595 1.7708  0.0002
H -2.0285 2.9723 2.2696  0.0000
C -0.9508 1.5661 -0.6519  -0.0078
C -1.0744 1.6726 -1.9965  -0.0006
H 1.1570 1.2489 -0.0303  -0.0047
C -2.1150 2.4693 -2.4892  -0.0003
C -2.9375 3.1119 -1.5824  -0.0002
C -2.3399 2.6672 -3.9524  -0.0001
C -2.7183 3.0598 -0.2183  -0.0004
H -3.7592 3.7144 -1.9575  0.0000
C -3.5744 3.8758 0.6938  -0.0001
H -4.3864 4.3398 0.1215  0.0000
H -3.0206 4.6899 1.1797  0.0000
H -4.0363 3.2730 1.4834  0.0000
H -1.5316 3.2343 -4.4328  0.0000
H -3.2645 3.2353 -4.1099  0.0000
H -2.4445 1.7195 -4.4919  0.0000
H -0.3401 1.3591 -4.0066  0.0000
H 0.9096 1.7206 -2.8016  -0.0002
Cl 4.9894 -1.7315 3.2366  -0.0001
C 4.7030 -1.3473 1.5251  -0.0001
Cl 5.1430 0.3405 1.2114  0.0000
Cl 5.6701 -2.4190 0.4882  0.0001
C 3.1649 -1.6106 1.2087  0.0003
O 2.7556 -2.7681 1.3935  0.0004
O 2.5161 -0.6129 0.7988  0.0009

A structure of composition C22H28Cl5KN6O5S at a distorted geometry, computed with ωB97M-V with the def2-TZVPD basis set.

Its strongest force on any atom is 1.3 eV Å⁻¹. For the energy relative to the best compared isomer or geometry (same formula, charge and spin), the calculation gives 4.75 kcal per mole. The net charge is -2. For the total energy, the calculation gives -132222.61462 eV. As for the spin multiplicity: 1. The value obtained for the HOMO-LUMO gap is 5.5 eV.

Last column: natural (NBO) charge in e.
Atoms and positions in Å:
K 0.0867 -1.0357 -0.1789  0.8930
C 3.6708 1.8762 3.5718  -0.3998
N 2.7718 1.8425 2.4525  -0.4786
C 2.7393 3.0378 1.6518  -0.4044
C 2.2507 0.6473 1.9776  0.6340
N 2.1897 0.3027 0.7435  -0.5676
C 3.1335 0.8277 -0.1446  0.2470
C 4.4956 0.7781 0.1159  -0.2704
C 5.4126 1.3678 -0.7452  -0.2325
C 4.9626 2.0093 -1.8858  -0.2594
C 3.6081 1.9997 -2.1917  -0.2460
C 2.6855 1.3667 -1.3667  0.1065
N 1.3114 1.3417 -1.6071  -0.5751
C 0.8286 1.1660 -2.7868  0.6414
N 1.4624 0.6728 -3.9045  -0.4631
C 2.5308 -0.3085 -3.8537  -0.4338
C 1.1888 1.2092 -5.2092  -0.3983
N -0.5156 1.4827 -2.9801  -0.4597
C -1.3775 0.4711 -3.5525  -0.4072
C -1.1678 2.2235 -1.9200  -0.4060
N 1.6800 -0.1516 2.9434  -0.4450
C 1.2829 -1.5152 2.6205  -0.4271
C 0.8138 0.4618 3.9314  -0.4112
H 4.7128 1.9832 3.2373  0.1757
H 3.5783 0.9582 4.1481  0.2215
H 3.4412 2.7221 4.2319  0.1741
H 2.5064 3.8888 2.3035  0.1759
H 1.9560 2.9587 0.9015  0.2361
H 3.6904 3.2320 1.1386  0.1875
H 4.8251 0.2640 1.0102  0.2102
H 6.4707 1.3200 -0.5174  0.1925
H 5.6599 2.4963 -2.5581  0.1903
H 3.2490 2.4777 -3.0963  0.1984
H 2.5484 -0.8218 -2.8894  0.3125
H 3.4955 0.1556 -4.0932  0.1659
H 2.3162 -1.0717 -4.6089  0.1866
H 0.4258 1.9830 -5.1493  0.2152
H 0.8445 0.4290 -5.9021  0.1776
H 2.1051 1.6406 -5.6365  0.1743
H -0.8248 -0.1631 -4.2374  0.2162
H -2.2056 0.9443 -4.0913  0.1810
H -1.8148 -0.1673 -2.7713  0.1961
H -0.5538 3.0695 -1.6230  0.2134
H -1.3355 1.6197 -1.0209  0.2121
H -2.1293 2.5790 -2.2966  0.1829
H 1.9439 -1.9756 1.8818  0.2928
H 0.2414 -1.5702 2.2847  0.1866
H 1.3234 -2.1009 3.5426  0.1786
H 1.1725 1.4516 4.2054  0.1968
H 0.8027 -0.1622 4.8298  0.1790
H -0.2097 0.5546 3.5486  0.2208
Cl -7.2915 1.8918 0.3473  -0.0127
C -5.6250 1.5117 0.6537  -0.1881
C -5.0483 0.3432 0.1577  -0.0399
Cl -6.0245 -0.7427 -0.7870  0.0013
C -3.7283 0.0331 0.3989  -0.1877
Cl -3.0303 -1.4319 -0.2074  0.0289
C -2.8549 0.8885 1.1612  0.3619
O -1.6497 0.6471 1.3640  -0.7207
C -3.5050 2.0768 1.6599  -0.1103
Cl -2.5087 3.1399 2.5922  -0.0101
C -4.8254 2.3619 1.4064  -0.0765
Cl -5.5182 3.8326 2.0411  -0.0117
O 1.8927 -4.4500 -1.7702  -1.0808
S 1.7731 -3.3266 -0.8268  2.5697
O 1.7037 -2.0386 -1.6104  -1.1710
O 0.4958 -3.4396 -0.0511  -1.1457
O 2.9078 -3.2598 0.1239  -1.0940

A structure of composition C22H28ClN2O7W at a distorted geometry, computed with ωB97M-V with the def2-TZVPD basis set.

Its strongest force on any atom is 4.2 eV Å⁻¹. For the energy relative to the best compared isomer or geometry (same formula, charge and spin), the calculation gives 72.17 kcal per mole. The net charge is +1. For the total energy, the calculation gives -54922.96706 eV. As for the spin multiplicity: 1. The value obtained for the HOMO-LUMO gap (alpha / beta) is 5.6 / 5.3 eV.

Last column: natural (NBO) charge in e.
Atoms and positions in Å:
W -0.0437 0.0977 0.2556  2.0788
O 0.2395 -0.5673 1.9320  -0.7153
C 0.7416 -0.1975 3.1168  0.4709
C 1.2680 -1.1311 4.0069  -0.2837
C 1.8073 -0.7255 5.2103  -0.1099
C 1.7866 0.6254 5.5707  -0.2419
C 1.2391 1.5591 4.7332  -0.1160
C 0.7183 1.1942 3.4649  -0.2691
C 0.1503 2.1498 2.6122  0.1968
N -0.1824 1.9435 1.3096  -0.5219
C -1.0765 2.9520 0.7595  -0.2384
C -2.3193 2.1823 0.3117  -0.2273
N -1.8524 0.9294 -0.2834  -0.5447
C -2.6606 0.4814 -1.2897  0.0874
C -2.7461 -0.8562 -1.7035  -0.2144
C -3.6696 -1.2738 -2.6869  -0.1424
C -3.8682 -2.6109 -2.9455  -0.2308
C -3.1668 -3.5747 -2.2272  -0.1579
C -2.2007 -3.1992 -1.3029  -0.2756
C -1.9469 -1.8547 -1.0630  0.4127
O -0.9359 -1.4369 -0.2940  -0.6596
H 1.2453 -2.1736 3.7325  0.2465
H 2.2344 -1.4555 5.8775  0.2342
H 2.2028 0.9294 6.5181  0.2343
H 1.2028 2.5992 5.0196  0.2205
H -0.0333 3.1401 3.0189  0.2059
H -0.6117 3.4450 -0.1013  0.2257
H -1.3400 3.7155 1.4995  0.2076
H -2.9203 2.7691 -0.3948  0.2148
H -2.9458 1.9511 1.1877  0.2147
H -3.3823 1.1807 -1.7043  0.2028
H -4.2422 -0.5254 -3.2147  0.2183
H -4.5802 -2.9141 -3.6978  0.2304
H -3.3551 -4.6203 -2.3976  0.2299
H -1.6278 -3.9449 -0.7694  0.2402
C 0.5284 -1.6758 -2.8333  -0.2453
O 0.2450 -0.3657 -2.3421  -0.5759
C 0.5036 0.6186 -3.3353  -0.0828
C 0.1063 1.9451 -2.7020  -0.0797
O 0.7189 2.0711 -1.4209  -0.5605
C 1.9915 2.7294 -1.4887  -0.2439
H -0.1566 -1.9232 -3.6498  0.1855
H 0.3756 -2.3646 -2.0079  0.2128
H 1.5624 -1.7390 -3.1846  0.1885
H -0.1001 0.4228 -4.2302  0.1935
H 1.5700 0.6078 -3.6068  0.1865
H -0.9740 1.9448 -2.5246  0.1930
H 0.3806 2.7838 -3.3505  0.1999
H 1.9003 3.6392 -2.0865  0.1801
H 2.7645 2.0845 -1.9119  0.1917
H 2.2576 2.9904 -0.4690  0.2124
Cl 0.5725 -3.3386 1.0695  -0.0379
C 2.2643 -3.1842 0.5146  -0.4635
C 2.4911 -1.6850 0.4474  0.8085
O 3.3872 -1.1546 1.0956  -0.6396
O 1.6739 -1.0322 -0.3028  -0.7853
H 2.3556 -3.6450 -0.4697  0.2386
H 2.9274 -3.6562 1.2383  0.2436
O 2.2547 1.1155 0.8602  -0.9461
H 2.3608 1.6747 1.6417  0.4824
H 2.9108 0.3552 0.9863  0.5197

The molecule C22H28F3N3O2, computed with ωB97M-V with the def2-TZVPD basis set.

Its strongest force on any atom is 0.9 eV Å⁻¹. For the energy relative to the best compared isomer or geometry (same formula, charge and spin), the calculation gives 24.90 kcal per mole. For the total energy, the calculation gives -39987.29661 eV. Its SMILES is O=C(NC1CC1)C1CCN(C2CCN(C(=O)c3ccc(C(F)(F)F)cc3)CC2)CC1. As for the spin multiplicity: 1. The value obtained for the HOMO-LUMO gap is 9.1 eV.

Last column: natural (NBO) charge in e.
Atoms and positions in Å:
O -4.8417 0.3549 -0.1508  -0.6409
C -4.6317 -0.7936 0.1761  0.6873
N -5.1038 -1.8693 -0.4991  -0.6093
C -5.8807 -1.8586 -1.7076  -0.0595
C -6.9084 -0.8011 -1.9776  -0.4314
C -5.6445 -0.8450 -2.7866  -0.4320
C -3.8111 -1.1968 1.4056  -0.3065
C -2.4797 -1.8342 0.9904  -0.3823
C -1.5594 -0.7844 0.3720  -0.2305
N -1.2805 0.2380 1.3615  -0.4620
C -0.1499 1.1039 1.0783  -0.0292
C 1.1767 0.3633 1.2938  -0.4060
C 2.3422 1.3418 1.1367  -0.2143
N 2.2954 1.9606 -0.1666  -0.4309
C 3.1829 1.7511 -1.1590  0.6680
O 3.0700 2.2279 -2.2723  -0.6117
C 4.3706 0.8924 -0.8151  -0.1170
C 5.5484 1.4774 -0.3654  -0.1858
C 6.6670 0.6994 -0.1294  -0.1784
C 6.6077 -0.6694 -0.3554  -0.1513
C 7.8037 -1.5292 -0.0627  0.9736
F 7.8993 -2.5878 -0.8817  -0.3227
F 7.7621 -2.0331 1.1901  -0.3283
F 8.9651 -0.8664 -0.1561  -0.3218
C 5.4390 -1.2617 -0.8161  -0.1816
C 4.3252 -0.4771 -1.0498  -0.1524
C 1.0719 2.6897 -0.4313  -0.2248
C -0.1319 1.7569 -0.3154  -0.4288
C -2.5052 0.9537 1.6798  -0.2243
C -3.5190 0.0015 2.3107  -0.3983
H -4.8973 -2.7825 -0.1281  0.3976
H -6.1125 -2.8711 -2.0146  0.2108
H -7.8372 -1.1031 -2.4365  0.2116
H -6.9997 -0.0026 -1.2604  0.2418
H -5.6869 -1.1765 -3.8127  0.2122
H -4.9172 -0.0740 -2.5942  0.2386
H -4.4037 -1.9302 1.9663  0.2182
H -2.6362 -2.6466 0.2774  0.2005
H -1.9934 -2.2425 1.8783  0.2128
H -0.6254 -1.2615 0.0709  0.2022
H -2.0451 -0.3675 -0.5270  0.1724
H -0.1959 1.9073 1.8253  0.1917
H 1.1900 -0.0795 2.2893  0.2223
H 1.2892 -0.4370 0.5615  0.1953
H 3.2959 0.8283 1.2674  0.2265
H 2.2639 2.1289 1.8966  0.1908
H 5.5874 2.5435 -0.2022  0.2242
H 7.5834 1.1492 0.2205  0.2332
H 5.4088 -2.3255 -0.9958  0.2298
H 3.4170 -0.9278 -1.4202  0.2146
H 1.1492 3.1062 -1.4373  0.2501
H 0.9855 3.5083 0.2919  0.1881
H -1.0494 2.3232 -0.4781  0.2194
H -0.0597 0.9875 -1.0857  0.2050
H -2.2706 1.7447 2.3965  0.1972
H -2.9582 1.4128 0.7896  0.1961
H -3.1196 -0.3657 3.2577  0.2077
H -4.4418 0.5489 2.5062  0.2222